(A)
The following is a DFT calculation (ωB97M-V with the def2-TZVPD basis set) of an isolated ion of composition C5H10N and charge +1.

Calculated values
Kohn-Sham gap (spin up / spin down), eV: 4.693 / 5.367
Charge: +1
Multiplicity: 3
<S²>: 2.006

XYZ file:
```
16
Properties=species:S:1:pos:R:3:lowdin_charge:R:1
C -0.264 -1.348 0.285 -0.014
C -1.334 0.953 0.519 0.057
C 0.691 -0.322 -0.422 -0.231
C -0.539 0.543 -0.719 -0.177
C 1.905 0.395 0.132 0.025
N -1.431 -0.412 -0.003 -0.006
H -0.581 -2.139 -0.355 0.099
H -0.298 -1.697 1.289 0.108
H -0.830 1.266 1.406 0.124
H -2.125 1.644 0.212 0.141
H 0.998 -0.871 -1.312 0.211
H -0.716 0.812 -1.698 0.095
H 1.886 1.055 1.096 0.180
H 2.093 1.194 -0.646 0.128
H 2.831 -0.202 0.448 0.147
H -2.286 -0.872 -0.231 0.112
```

(B)
The following is a DFT calculation (ωB97M-V with the def2-TZVPD basis set) of an isolated ion of composition C5H10N and charge +1.

Calculated values
Kohn-Sham gap (spin up / spin down), eV: 6.557 / 7.825
Charge: +1
Multiplicity: 3
<S²>: 2.007

XYZ file:
```
16
Properties=species:S:1:pos:R:3:lowdin_charge:R:1
C 2.418 0.469 -0.203 -0.048
C 0.969 0.425 0.128 -0.202
C -0.174 0.934 0.530 -0.012
C 1.663 -0.883 -0.096 -0.092
C -2.177 -0.126 -0.496 -0.011
N -1.315 -0.015 0.718 0.016
H 3.122 0.674 0.586 0.099
H -0.438 1.967 0.552 0.133
H 2.763 0.779 -1.274 0.149
H 1.271 -1.512 -1.013 0.144
H 1.732 -1.524 0.730 0.075
H -2.393 0.853 -1.104 0.157
H -1.530 -0.647 -1.221 0.098
H -3.010 -0.801 -0.290 0.106
H -0.871 -0.877 0.946 0.150
H -2.028 0.281 1.508 0.237
```

Stability ranking, top and bottom: (B) is the most stable and (A) is the least stable.

(A)
The following is a DFT calculation (ωB97M-V with the def2-TZVPD basis set) of C4H9I2N2 as an isolated structure.

Calculated values
Kohn-Sham gap, eV: 8.726
Charge: +1
Multiplicity: 1

XYZ file:
```
17
Properties=species:S:1:pos:R:3:lowdin_charge:R:1
C -0.558 0.534 -2.124 -1.125
C -0.345 0.729 -0.618 -0.557
C -0.134 -0.988 1.247 -0.058
C 0.741 -1.779 2.128 -0.001
N 0.344 -0.403 0.231 0.110
N 0.220 1.933 -0.116 0.048
I -1.112 -1.474 -2.656 0.826
I -1.781 2.197 -2.923 0.846
H 0.306 0.729 -2.633 -0.053
H -1.392 0.822 -0.245 0.125
H -1.246 -0.908 1.375 0.183
H 0.789 -1.227 2.994 0.075
H 1.832 -1.911 1.729 0.155
H 0.267 -2.541 2.682 0.091
H 1.343 -0.382 0.017 0.175
H 1.135 1.987 -0.569 0.096
H -0.409 2.680 -0.519 0.063
```

(B)
The following is a DFT calculation (ωB97M-V with the def2-TZVPD basis set) of a 3-piece molecular cluster, C4H9I2N2 overall.

Calculated values
Kohn-Sham gap, eV: 8.312
Charge: +1
Multiplicity: 1

XYZ file:
```
17
Properties=species:S:1:pos:R:3:lowdin_charge:R:1
C -0.049 -2.624 0.238 0.041
C 1.530 1.312 1.849 -0.180
C 2.081 0.862 -0.608 -0.705
C 1.340 1.347 0.371 -0.865
N -0.903 -2.053 -0.268 0.095
N -2.896 -0.420 -1.320 0.191
I 3.746 -0.442 -0.307 0.812
I -0.546 2.179 -0.326 0.828
H 0.387 -3.210 0.912 0.040
H 1.575 2.373 2.226 0.100
H 2.562 0.895 1.841 0.016
H 0.869 0.591 2.472 0.118
H 1.692 0.826 -1.698 0.050
H -2.663 0.654 -1.468 0.078
H -2.258 -0.976 -2.013 0.165
H -2.513 -0.809 -0.459 0.044
H -3.954 -0.505 -1.441 0.173
```

Stability ranking, top and bottom: (A) is the most stable and (B) is the least stable.

(A)
The following is a DFT calculation (ωB97M-V with the def2-TZVPD basis set) of one molecule with the formula C2H5N.

Calculated values
Kohn-Sham gap, eV: 10.691
SMILES: C1CN1
Charge: 0
Multiplicity: 1

XYZ file:
```
8
Properties=species:S:1:pos:R:3:lowdin_charge:R:1
C 0.703 -0.429 0.027 -0.218
C -0.774 -0.330 0.043 -0.168
H 1.061 -0.943 -0.834 0.088
H 1.223 -0.682 0.941 0.102
H -1.413 -0.396 0.877 0.083
H -1.302 -0.573 -0.830 0.075
H 0.158 1.410 0.600 0.063
N 0.101 0.820 -0.168 -0.026
```

(B)
The following is a DFT calculation (ωB97M-V with the def2-TZVPD basis set) of a 3-piece molecular cluster, C2H5N overall.

Calculated values
Kohn-Sham gap, eV: 9.941
Charge: 0
Multiplicity: 1

XYZ file:
```
8
Properties=species:S:1:pos:R:3:lowdin_charge:R:1
C 0.771 0.016 0.372 -0.311
C 0.653 -1.344 0.509 -0.038
N 0.771 1.164 0.142 0.117
H -1.694 1.316 -0.763 0.076
H 0.599 -1.828 -0.475 0.039
H 0.108 -1.756 1.362 0.038
H -1.174 0.690 -1.100 0.070
H -0.034 1.741 -0.048 0.008
```

(C)
The following is a DFT calculation (ωB97M-V with the def2-TZVPD basis set) of a 2-piece molecular cluster, C2H5N overall.

Calculated values
Kohn-Sham gap (spin up / spin down), eV: 9.224 / 8.907
Charge: 0
Multiplicity: 1

XYZ file:
```
8
Properties=species:S:1:pos:R:3:lowdin_charge:R:1
C -0.519 0.310 0.072 -0.352
C 0.789 -0.479 0.172 -0.046
N -1.656 -0.260 -0.125 0.068
H -0.341 1.279 0.536 0.083
H 2.062 0.254 -1.225 0.158
H 0.713 -1.445 -0.281 0.012
H 1.430 -0.010 0.957 0.032
H -2.478 0.351 -0.106 0.045
```

Stability ranking, top and bottom: (A) is the most stable and (C) is the least stable.

(A)
The following is a DFT calculation (ωB97M-V with the def2-TZVPD basis set) of C2H3F3N2O as an isolated structure.

Calculated values
Kohn-Sham gap, eV: 10.770
Charge: 0
Multiplicity: 1

XYZ file:
```
11
Properties=species:S:1:pos:R:3:lowdin_charge:R:1
C 0.231 -0.520 0.307 -0.325
C -0.437 1.124 -0.640 -0.476
N 0.210 -0.175 1.482 0.082
N 0.483 -1.531 -0.416 0.182
O -0.160 2.264 -0.048 0.148
F -1.800 0.866 -0.703 0.066
F -0.026 0.966 -1.909 0.116
F 0.578 -1.239 2.441 -0.147
H 0.303 -1.551 -1.392 0.111
H 0.655 -2.420 -0.039 0.108
H -0.036 2.215 0.916 0.135
```

(B)
The following is a DFT calculation (ωB97M-V with the def2-TZVPD basis set) of a 2-piece molecular cluster, C2H3F3N2O overall.

Calculated values
Kohn-Sham gap, eV: 11.365
SMILES: OC(F)(F)F.N=C=N
Charge: 0
Multiplicity: 1

XYZ file:
```
11
Properties=species:S:1:pos:R:3:lowdin_charge:R:1
C 1.645 -0.835 -0.184 -0.396
C -1.683 0.631 0.132 -0.792
N 1.879 -0.454 -1.300 0.171
N 1.126 -0.946 0.899 0.169
O -0.700 1.476 -0.071 0.171
F -2.858 1.207 -0.060 0.173
F -1.643 -0.448 -0.673 0.134
F -1.700 0.123 1.385 0.123
H 1.073 -1.732 1.509 0.079
H 0.154 1.032 0.057 0.094
H 2.707 -0.054 -1.694 0.075
```

Stability ranking, top and bottom: (B) is the most stable and (A) is the least stable.

(A)
The following is a DFT calculation (ωB97M-V with the def2-TZVPD basis set) of one molecule with the formula C3H5BrFN.

Calculated values
Kohn-Sham gap, eV: 10.407
SMILES: C=CCN(F)Br
Charge: 0
Multiplicity: 1

XYZ file:
```
11
Properties=species:S:1:pos:R:3:lowdin_charge:R:1
C -1.685 0.182 -0.155 -0.005
C -0.611 0.785 0.290 -0.200
C 0.778 0.257 0.340 -0.287
N 0.842 -1.173 -0.205 -0.513
F 0.949 -1.087 -1.574 -0.156
Br 2.536 -1.776 0.282 0.731
H -2.678 0.581 -0.046 0.049
H -1.778 -0.823 -0.622 0.074
H -0.779 1.773 0.641 0.090
H 0.982 0.269 1.341 0.057
H 1.444 1.011 -0.294 0.161
```

(B)
The following is a DFT calculation (ωB97M-V with the def2-TZVPD basis set) of one molecule with the formula C3H5BrFN.

Calculated values
Kohn-Sham gap, eV: 9.813
SMILES: C=C[C@H](F)NBr
Charge: 0
Multiplicity: 1

XYZ file:
```
11
Properties=species:S:1:pos:R:3:lowdin_charge:R:1
C -0.515 1.537 0.637 0.011
C -0.733 0.719 -0.353 -0.078
C 0.236 -0.563 -0.721 -0.556
N 0.823 -0.902 0.486 -0.428
F -0.563 -1.513 -1.134 0.037
Br 2.311 -2.092 0.486 0.631
H -1.335 2.174 0.789 0.050
H 0.437 1.515 1.089 0.056
H -1.687 0.519 -0.844 0.098
H 0.977 -0.270 -1.463 0.135
H 0.050 -1.124 1.030 0.044
```

Stability ranking, top and bottom: (B) is the most stable and (A) is the least stable.

(A)
The following is a DFT calculation (ωB97M-V with the def2-TZVPD basis set) of a 2-piece molecular cluster, C3H9N2O2 overall.

Calculated values
Kohn-Sham gap, eV: 8.121
Charge: -1
Multiplicity: 1

XYZ file:
```
16
Properties=species:S:1:pos:R:3:lowdin_charge:R:1
C -0.965 0.827 -1.237 -0.045
C -1.038 1.907 -0.166 -0.585
N -0.252 1.697 0.944 0.110
O -1.661 2.998 -0.350 -0.097
H 0.019 0.740 -1.805 0.097
H -1.729 1.157 -1.964 0.064
H -1.201 -0.128 -0.744 0.055
H -0.347 2.487 1.558 0.074
H 0.371 0.791 0.969 0.006
N 1.125 -2.507 -0.161 -0.050
C 0.707 -1.510 0.850 -0.536
O 1.283 -0.268 0.639 -0.332
H 0.848 -2.142 -1.084 0.037
H 2.156 -2.546 -0.109 0.046
H -0.416 -1.507 0.905 0.086
H 1.102 -1.995 1.754 0.070
```

(B)
The following is a DFT calculation (ωB97M-V with the def2-TZVPD basis set) of a 2-piece molecular cluster, C3H9N2O2 overall.

Calculated values
Kohn-Sham gap, eV: 9.016
Charge: -1
Multiplicity: 1

XYZ file:
```
16
Properties=species:S:1:pos:R:3:lowdin_charge:R:1
O 1.801 1.053 -0.096 -0.161
C 2.324 0.166 0.672 -0.575
O 1.969 -1.048 0.784 -0.157
H 3.195 0.484 1.288 0.084
N -0.838 -1.434 1.046 -0.028
C -1.112 -0.069 0.550 -0.320
C -0.723 -0.076 -0.914 -0.300
N -0.865 1.251 -1.640 -0.023
H -1.144 -1.547 2.011 0.042
H 0.177 -1.551 1.112 0.015
H -0.529 0.693 1.100 0.096
H -2.188 0.236 0.599 0.099
H 0.316 -0.413 -0.928 0.071
H -1.437 -0.757 -1.471 0.111
H -0.116 1.868 -1.455 0.007
H -0.831 1.146 -2.659 0.039
```

Stability ranking, top and bottom: (B) is the most stable and (A) is the least stable.